Entry 1:
Formula: C44H40IrN4O2P2S2
Source: OMol25
Level of theory: wB97M-V/def2-TZVPD

ORCA input file:
```
! wB97M-V def2-TZVPD RIJCOSX def2/J DEFGRID3
* xyz 3 5
Ir 0.75 0.40 -0.33
O 0.66 -2.29 1.44
S -0.28 -1.52 0.59
C -1.78 -1.41 1.58
C -3.02 -1.33 0.96
C -4.17 -1.23 1.74
C -4.07 -1.20 3.12
C -2.83 -1.31 3.73
C -1.67 -1.42 2.97
P -0.10 -1.62 3.84
C -0.36 -2.06 5.52
C 0.19 -1.32 6.57
C -0.01 -1.73 7.88
C -0.74 -2.88 8.14
C -1.28 -3.63 7.10
C -1.09 -3.24 5.79
C 0.90 -0.16 3.65
C 0.36 1.02 3.14
C 1.15 2.15 3.04
C 2.49 2.10 3.42
C 3.03 0.91 3.91
C 2.25 -0.22 4.02
C -0.81 -2.57 -0.74
C -1.27 -3.84 -0.40
C -1.62 -4.72 -1.42
C -1.53 -4.32 -2.75
C -1.06 -3.05 -3.07
C -0.70 -2.15 -2.06
P -0.03 -0.52 -2.49
C -1.36 0.47 -3.18
C -2.66 -0.01 -3.33
C -3.64 0.82 -3.86
C -3.34 2.12 -4.24
C -2.04 2.61 -4.09
C -1.06 1.79 -3.55
C 1.19 -0.87 -3.78
C 2.12 -1.89 -3.53
C 3.09 -2.19 -4.48
C 3.13 -1.48 -5.68
C 2.20 -0.47 -5.93
C 1.23 -0.17 -4.98
H -3.10 -1.38 -0.12
H -5.14 -1.18 1.26
H -4.96 -1.12 3.73
H -2.77 -1.31 4.81
H 0.75 -0.42 6.37
H 0.40 -1.15 8.70
H -0.89 -3.20 9.16
H -1.84 -4.53 7.31
H -1.49 -3.83 4.98
H -0.69 1.07 2.86
H 0.73 3.08 2.68
H 3.10 2.99 3.36
H 4.07 0.88 4.22
H 2.67 -1.14 4.41
H -1.32 -4.15 0.63
H -1.97 -5.71 -1.17
H -1.80 -5.00 -3.54
H -0.97 -2.76 -4.11
H -2.90 -1.02 -3.06
H -4.65 0.44 -3.99
H -4.10 2.75 -4.66
H -1.80 3.62 -4.37
H -0.05 2.18 -3.44
H 2.09 -2.45 -2.61
H 3.79 -2.98 -4.30
H 3.87 -1.72 -6.42
H 2.22 0.06 -6.87
H 0.49 0.60 -5.20
C 4.91 1.35 -2.78
N 3.86 0.68 -2.02
C 3.98 0.30 -0.76
N 5.08 0.57 -0.08
S 2.74 -0.65 0.05
H 4.56 1.50 -3.79
H 5.82 0.75 -2.81
H 5.13 2.33 -2.34
H 3.05 0.33 -2.52
H 5.89 1.01 -0.49
H 5.16 0.26 0.88
N 0.59 6.19 -1.13
C -0.43 5.52 -1.71
O -0.90 5.78 -2.80
C -0.96 4.31 -0.99
C -2.34 4.14 -0.86
C -2.82 2.95 -0.35
C -1.93 1.94 -0.06
N -0.60 2.07 -0.21
C -0.13 3.26 -0.63
H 0.90 7.04 -1.59
H 0.73 6.14 -0.13
H -3.00 4.93 -1.18
H -3.88 2.78 -0.22
H -2.27 0.98 0.30
H 0.95 3.35 -0.73
*
```

**LUMO energy (spin up / spin down)**: -7.13 / -9.63 eV
**ΔE to the lowest compared entry with this formula, charge and spin**: 0.00 kcal per mole
**Strongest force on any atom**: 0.77 eV/Å
**E_HOMO (spin up / spin down)**: -14.7 / -16.3 eV

List of Mulliken charges in e, atom by atom: atom 1 (Ir): 2.384, atom 2 (O): -0.786, atom 3 (S): 1.272, atom 4 (C): 0.185, atom 5 (C): -0.514, atom 6 (C): -0.860, atom 7 (C): -1.066, atom 8 (C): -0.329, atom 9 (C): -0.283, atom 10 (P): 0.604, atom 11 (C): 0.711, atom 12 (C): -0.395, atom 13 (C): -0.740, atom 14 (C): -0.482, atom 15 (C): -0.724, atom 16 (C): -0.231, atom 17 (C): 0.789, atom 18 (C): -0.281, atom 19 (C): -0.540, atom 20 (C): -0.584, atom 21 (C): -0.891, atom 22 (C): -0.680, atom 23 (C): -0.149, atom 24 (C): -0.634, atom 25 (C): -0.902, atom 26 (C): -0.864, atom 27 (C): 0.110, atom 28 (C): -0.513, atom 29 (P): 0.979, atom 30 (C): 0.931, atom 31 (C): -0.778, atom 32 (C): -0.856, atom 33 (C): -0.774, atom 34 (C): -0.892, atom 35 (C): -0.482, atom 36 (C): -0.255, atom 37 (C): -0.100, atom 38 (C): -0.638, atom 39 (C): -0.711, atom 40 (C): -0.722, atom 41 (C): -0.503, atom 42 (H): 0.539, atom 43 (H): 0.535, atom 44 (H): 0.468, atom 45 (H): 0.604, atom 46 (H): 0.370, atom 47 (H): 0.445, atom 48 (H): 0.427, atom 49 (H): 0.435, atom 50 (H): 0.454, atom 51 (H): 0.400, atom 52 (H): 0.570, atom 53 (H): 0.464, atom 54 (H): 0.552, atom 55 (H): 0.539, atom 56 (H): 0.584, atom 57 (H): 0.488, atom 58 (H): 0.499, atom 59 (H): 0.594, atom 60 (H): 0.365, atom 61 (H): 0.495, atom 62 (H): 0.479, atom 63 (H): 0.448, atom 64 (H): 0.565, atom 65 (H): 0.417, atom 66 (H): 0.502, atom 67 (H): 0.456, atom 68 (H): 0.489, atom 69 (H): 0.473, atom 70 (C): -1.200, atom 71 (N): 0.116, atom 72 (C): 0.908, atom 73 (N): -0.337, atom 74 (S): -0.435, atom 75 (H): 0.350, atom 76 (H): 0.416, atom 77 (H): 0.407, atom 78 (H): -0.213, atom 79 (H): 0.231, atom 80 (H): 0.215, atom 81 (N): -0.362, atom 82 (C): 0.112, atom 83 (O): -0.554, atom 84 (C): 0.223, atom 85 (C): -0.710, atom 86 (C): -0.911, atom 87 (C): 0.234, atom 88 (N): 0.314, atom 89 (C): -0.446, atom 90 (H): 0.290, atom 91 (H): 0.224, atom 92 (H): 0.501, atom 93 (H): 0.566, atom 94 (H): -0.053, atom 95 (H): 0.648

Entry 2:
Formula: C44H41AuFN4O8Te
Source: OMol25
Level of theory: wB97M-V/def2-TZVPD

ORCA input file:
```
! wB97M-V def2-TZVPD RIJCOSX def2/J DEFGRID3
* xyz 0 4
Au -1.10 2.32 0.42
O -3.87 7.51 0.93
C -2.58 7.68 1.17
O -2.11 8.74 1.51
C -1.69 6.50 0.98
C -0.32 6.56 1.16
N 0.17 5.34 0.90
N -0.80 4.49 0.57
C -1.94 5.16 0.63
C -3.21 4.37 0.41
O -4.27 4.99 0.33
O -3.09 3.10 0.35
H -4.09 6.57 0.66
H 0.30 7.39 1.45
H 1.11 5.00 0.99
C -3.73 -5.25 2.51
C -4.73 -4.25 1.94
C -6.01 -4.23 2.77
C -7.04 -3.34 2.09
C -6.46 -1.99 1.80
C -7.29 -0.90 1.64
C -6.77 0.36 1.39
F -7.62 1.39 1.24
C -5.42 0.58 1.30
C -4.56 -0.51 1.47
C -3.12 -0.26 1.39
O -2.71 0.84 1.03
C -2.29 -1.41 1.68
C -2.87 -2.64 1.85
N -4.19 -2.87 1.87
C -5.07 -1.79 1.71
C -0.81 -1.28 1.84
O -0.05 -2.38 1.48
O -0.31 -0.35 2.38
H -4.24 -6.20 2.63
H -3.36 -4.93 3.48
H -2.88 -5.42 1.85
H -4.98 -4.54 0.92
H -5.77 -3.85 3.77
H -6.38 -5.25 2.87
H -7.93 -3.24 2.71
H -7.36 -3.82 1.16
H -8.37 -1.01 1.72
H -5.00 1.57 1.13
H -2.22 -3.49 2.00
C 5.88 -0.37 -6.37
C 4.92 -0.04 -5.25
C 3.67 -0.64 -5.18
C 2.77 -0.35 -4.16
C 1.44 -1.06 -4.17
C 3.15 0.57 -3.17
Te 1.65 1.11 -1.63
N 0.87 1.67 0.41
C 1.44 2.05 1.56
O 0.82 2.48 2.53
C 2.93 1.91 1.68
C 3.79 2.64 0.87
C 5.17 2.56 1.05
C 5.69 1.72 2.03
C 4.82 0.99 2.84
C 3.45 1.10 2.68
C 1.57 -0.85 -0.82
C 0.36 -1.46 -0.79
C -0.85 -1.01 -1.55
C 0.20 -2.70 0.03
C 1.43 -3.53 0.11
C 1.31 -4.97 0.51
C 2.62 -2.88 0.01
C 2.73 -1.50 -0.32
C 4.07 -0.85 -0.19
C 4.39 1.20 -3.23
C 4.85 2.22 -2.22
C 5.26 0.88 -4.27
H 5.46 -1.11 -7.04
H 6.82 -0.76 -5.97
H 6.12 0.52 -6.95
H 3.38 -1.36 -5.94
H 1.30 -1.58 -5.11
H 0.61 -0.37 -4.04
H 1.38 -1.79 -3.36
H 3.39 3.28 0.09
H 5.83 3.14 0.42
H 6.76 1.65 2.16
H 5.23 0.35 3.61
H 2.77 0.56 3.32
H -0.78 0.01 -1.92
H -1.75 -1.08 -0.95
H -1.00 -1.67 -2.41
H -0.67 -3.27 -0.33
H 0.27 -5.29 0.49
H 1.69 -5.13 1.52
H 1.88 -5.61 -0.16
H 3.54 -3.42 0.22
H 4.79 -1.53 0.27
H 4.02 0.06 0.42
H 4.47 -0.57 -1.17
H 4.16 2.31 -1.39
H 4.96 3.20 -2.69
H 5.83 1.94 -1.81
H 6.23 1.37 -4.31
*
```

**LUMO energy (spin up / spin down)**: -0.28 / -1.78 eV
**ΔE to the lowest compared entry with this formula, charge and spin**: 31.98 kcal per mole
**Strongest force on any atom**: 1.25 eV/Å
**E_HOMO (spin up / spin down)**: -7.4 / -8.2 eV

Mulliken population analysis, charges in e, atoms 1 to 99: atom 1 (Au): 1.241, atom 2 (O): -0.531, atom 3 (C): 0.383, atom 4 (O): -0.608, atom 5 (C): 0.359, atom 6 (C): -0.410, atom 7 (N): -0.038, atom 8 (N): -0.435, atom 9 (C): -0.168, atom 10 (C): 0.983, atom 11 (O): -0.840, atom 12 (O): -0.614, atom 13 (H): 0.466, atom 14 (H): 0.545, atom 15 (H): 0.153, atom 16 (C): -1.845, atom 17 (C): 0.579, atom 18 (C): -1.019, atom 19 (C): -1.095, atom 20 (C): 1.145, atom 21 (C): -0.829, atom 22 (C): 0.136, atom 23 (F): -0.350, atom 24 (C): -1.151, atom 25 (C): 0.564, atom 26 (C): 0.410, atom 27 (O): -0.717, atom 28 (C): 0.442, atom 29 (C): -0.381, atom 30 (N): 0.244, atom 31 (C): -0.763, atom 32 (C): 0.206, atom 33 (O): -0.553, atom 34 (O): -0.533, atom 35 (H): 0.443, atom 36 (H): 0.362, atom 37 (H): 0.472, atom 38 (H): 0.165, atom 39 (H): 0.334, atom 40 (H): 0.365, atom 41 (H): 0.461, atom 42 (H): 0.339, atom 43 (H): 0.517, atom 44 (H): 0.698, atom 45 (H): 0.813, atom 46 (C): -1.573, atom 47 (C): 0.661, atom 48 (C): -1.051, atom 49 (C): 0.879, atom 50 (C): -1.113, atom 51 (C): -0.353, atom 52 (Te): 0.475, atom 53 (N): -0.196, atom 54 (C): 0.383, atom 55 (O): -0.592, atom 56 (C): -0.073, atom 57 (C): 0.100, atom 58 (C): -0.640, atom 59 (C): -0.635, atom 60 (C): -0.695, atom 61 (C): -0.351, atom 62 (C): 0.729, atom 63 (C): 0.913, atom 64 (C): -2.059, atom 65 (C): 0.651, atom 66 (C): -0.325, atom 67 (C): -1.877, atom 68 (C): -0.925, atom 69 (C): 0.522, atom 70 (C): -1.335, atom 71 (C): 1.264, atom 72 (C): -0.960, atom 73 (C): -0.845, atom 74 (H): 0.344, atom 75 (H): 0.338, atom 76 (H): 0.349, atom 77 (H): 0.279, atom 78 (H): 0.430, atom 79 (H): 0.224, atom 80 (H): 0.112, atom 81 (H): 0.672, atom 82 (H): 0.489, atom 83 (H): 0.409, atom 84 (H): 0.416, atom 85 (H): 0.527, atom 86 (H): 0.248, atom 87 (H): 0.411, atom 88 (H): 0.330, atom 89 (H): 0.651, atom 90 (H): 0.331, atom 91 (H): 0.342, atom 92 (H): 0.436, atom 93 (H): 0.452, atom 94 (H): 0.476, atom 95 (H): 0.159, atom 96 (H): 0.118, atom 97 (H): -0.894, atom 98 (H): 0.494, atom 99 (H): 0.484